Arrangement a

This record from the OMol25 dataset describes an isolated molecule of C5H6F2O. The level of theory is the ωB97M-V functional and the def2-TZVPD basis.

Each line ends with the Löwdin charge.
Positions of all 14 atoms, in Å:
C  -0.68  1.81  -0.18  -0.391
C  -0.48  0.45  0.39  -0.027
C  0.33  -0.43  -0.16  -0.033
C  0.58  -1.83  0.30  -0.299
C  1.29  -2.74  -0.65  -0.082
H  0.15  2.17  -0.81  0.157
H  -1.02  0.28  1.32  0.128
H  0.89  -0.05  -1.06  0.141
H  -0.05  -2.27  1.08  0.152
H  1.15  -3.81  -0.66  0.103
H  1.69  -2.33  -1.58  0.109
O  1.91  -2.17  0.51  -0.043
F  -1.84  1.76  -0.92  0.038
F  -0.87  2.66  0.87  0.048

Results
E_HOMO ... -10.271 eV
HOMO-LUMO gap ... 11.33 eV
Structure (SMILES) ... FC(F)/C=C/[C@H]1CO1



Arrangement b

This record from the OMol25 dataset describes an isolated molecule of C5H6F2O. The level of theory is the ωB97M-V functional and the def2-TZVPD basis.

Each line ends with the Löwdin charge.
Positions of all 14 atoms, in Å:
C  1.25  -0.50  -0.45  -0.315
C  0.84  -0.81  0.98  0.023
C  0.10  0.27  0.21  -0.300
C  -1.40  0.06  -0.12  -0.264
C  -2.31  0.98  -0.30  0.086
H  3.13  -0.34  -0.80  0.194
H  0.84  -1.04  -1.44  0.191
H  0.36  -1.62  1.31  0.064
H  1.76  -0.54  1.58  0.148
H  -2.00  2.06  -0.21  0.094
H  -3.35  0.71  -0.29  0.068
O  2.31  0.37  -0.67  -0.051
F  0.30  1.65  0.42  0.027
F  -1.82  -1.24  -0.21  0.036

Results
E_HOMO ... -9.526 eV
HOMO-LUMO gap ... 10.17 eV
Structure (SMILES) ... C=C(F)[C@@]1(F)C[C@@H]1O



Which structure wins on stability? arrangement a wins.



Arrangement a

This record from the OMol25 dataset describes a structure of composition C4H4INO2. The level of theory is the ωB97M-V functional and the def2-TZVPD basis.

Each line ends with the Löwdin charge.
Positions of all 12 atoms, in Å:
C  1.68  -0.24  -0.26  -0.680
C  1.00  1.55  0.12  -0.426
C  -0.56  -0.04  -0.56  -0.399
C  -1.46  -0.62  0.42  -0.047
N  0.64  -0.79  -0.64  0.006
O  1.60  2.47  0.46  0.174
O  -0.24  1.35  -0.19  0.089
I  3.61  -0.96  0.02  0.830
H  -1.12  -0.13  -1.46  0.143
H  -2.20  0.10  0.86  0.113
H  -0.86  -1.26  1.16  0.116
H  -2.10  -1.44  0.07  0.083

Results
E_HOMO ... -9.138 eV
HOMO-LUMO gap ... 9.32 eV



Arrangement b

This record from the OMol25 dataset describes an isolated molecule of C4H4INO2. The level of theory is the ωB97M-V functional and the def2-TZVPD basis.

Each line ends with the Löwdin charge.
Positions of all 12 atoms, in Å:
C  0.65  0.44  0.31  -0.165
C  -0.31  1.41  0.88  0.080
C  -0.07  0.37  1.57  -0.299
C  0.20  -0.27  -0.84  -0.519
N  0.95  -0.97  -1.59  -0.401
O  -0.24  -0.40  2.63  0.110
O  -1.16  -0.08  -1.15  -0.008
I  0.48  -1.87  -3.38  0.740
H  1.67  0.67  0.33  0.122
H  -1.08  2.14  0.79  0.116
H  0.22  -1.29  2.56  0.165
H  -1.33  -0.13  -2.12  0.058

Results
E_HOMO ... -9.133 eV
HOMO-LUMO gap ... 9.09 eV
Structure (SMILES) ... OC1=C[C@@H]1/C(O)=N/I



Which structure wins on stability? arrangement a wins.